Formula: C31H55MgN8O
Source: the Open Molecules 2025 dataset
Level of theory: the ωB97M-V functional and the def2-TZVPD basis

- Total charge: +1
- HOMO level: -0.3975 Eh
- Orbital gap: 8.556 eV
- Spin multiplicity: 1
- LUMO level: -2.260 eV

Element x y z (Å)
Mg -3.0220 0.1422 -2.4104
C -2.7035 0.1811 1.2412
C -3.1086 1.2432 0.3162
C -2.1246 2.2262 -0.2822
O -3.6351 0.5185 -0.7617
H -3.5071 -0.5008 1.3767
H -2.4689 0.6364 2.1813
H -1.9406 -0.3858 0.8035
H -3.9136 1.7742 0.8204
H -1.3352 1.5801 -0.7178
H -1.6037 2.9228 0.3981
H -2.6623 2.7560 -1.0504
C -2.5910 2.9175 -6.0708
C -3.0308 1.9203 -5.1038
N -3.3346 1.1384 -4.3091
H -3.2151 2.8441 -6.9540
H -1.6345 2.5109 -6.3785
H -2.4894 3.9158 -5.6813
C 3.2764 5.8404 4.8195
C 2.3144 5.5867 3.8204
N 1.6238 5.5633 2.8437
H 4.2626 5.5971 4.3284
H 3.1854 5.1763 5.6475
H 3.2521 6.8268 5.2728
C -7.6684 -2.0976 0.9992
C -6.3255 -1.8984 0.2787
C -6.6278 -1.9925 -1.2717
C -5.4664 -1.5945 -2.0567
N -4.5922 -1.2379 -2.6795
H -8.5106 -1.5488 0.6885
H -7.5832 -1.9450 2.0504
H -7.9162 -3.1840 1.0219
H -5.6360 -2.6230 0.5755
H -5.7842 -0.9639 0.5288
H -7.4838 -1.3552 -1.5755
H -6.8870 -2.9676 -1.6229
C 3.3738 -2.3179 3.7021
C 4.1220 -2.6695 2.4770
C 3.3039 -3.0849 1.2539
C 2.5024 -1.9804 0.6712
N 1.8981 -1.0677 0.3514
H 4.0487 -2.1247 4.5152
H 2.8129 -3.1288 4.0210
H 2.6571 -1.4738 3.5098
H 4.8304 -3.4871 2.6608
H 4.8785 -1.9248 2.1753
H 2.5004 -3.8198 1.4324
H 3.9489 -3.5757 0.4931
C -2.4164 -3.3124 5.0087
C -3.7753 -2.9056 4.4330
C -4.5158 -4.1776 3.8836
C -4.1277 -4.4231 2.5069
N -3.7575 -4.5628 1.4014
H -1.6831 -3.5230 4.2928
H -2.5772 -4.1174 5.7816
H -2.1358 -2.4649 5.6973
H -3.7266 -2.1715 3.5969
H -4.3915 -2.5306 5.1639
H -5.5595 -4.0182 3.9166
H -4.3395 -5.1100 4.4234
C 4.7777 1.2051 -2.2622
C 4.8188 1.9685 -3.5790
C 3.7223 3.0198 -3.6834
C 4.0204 4.0008 -2.6555
N 4.3738 4.7538 -1.8350
H 5.6078 0.5023 -2.1034
H 3.8606 0.6078 -2.0545
H 4.8447 1.8963 -1.4353
H 4.7799 1.2863 -4.3961
H 5.8218 2.3778 -3.7414
H 2.7966 2.5611 -3.3311
H 3.5551 3.6087 -4.6092
C 2.3400 2.3792 0.7266
C 3.5776 3.2779 1.0062
C 4.5482 2.6758 1.9873
C 4.1285 2.9440 3.3488
N 3.8663 2.9886 4.4633
H 2.6267 1.3727 0.5026
H 1.6570 2.7378 0.0616
H 1.5749 2.3652 1.5383
H 3.2046 4.1715 1.4195
H 4.0524 3.4888 0.0378
H 5.5949 3.0812 1.9867
H 4.7288 1.6209 2.0211
C 2.7365 -3.0879 -4.9642
C 1.6223 -2.0064 -4.9335
C 1.0195 -1.9264 -3.6049
C -0.1405 -1.0804 -3.3286
N -1.1082 -0.5236 -3.0685
H 3.6509 -2.5912 -4.5427
H 2.8758 -3.3653 -5.9734
H 2.3404 -4.0277 -4.4673
H 0.8586 -2.3342 -5.6229
H 1.9114 -1.0203 -5.3063
H 1.6353 -1.5856 -2.8237
H 0.7349 -2.8938 -3.2333

Cartesian forces (eV/Å) of the 3 atoms listed first:
-0.18 -0.30 -0.75
0.44 0.86 1.28
-1.57 -0.09 -1.24